No. 1
Entry from OMol25: a 2-piece molecular cluster, CH6N2O overall (ωB97M-V with the def2-TZVPD basis set).

Values from the calculation:
Orbital gap: 8.85 eV
SMILES string: C=O.NN
Multiplicity: 1

XYZ file:
```
10
Properties=species:S:1:pos:R:3:forces:R:3
C -1.88846 0.52167 0.08696 -0.42 0.60 0.13
O -1.65507 -0.63197 -0.12370 -0.04 -0.09 -0.16
H -1.55671 1.01853 1.02172 0.06 -0.02 -0.10
H -2.48011 1.17237 -0.60776 0.27 -0.42 0.15
N 1.84743 0.66718 0.05400 0.00 0.43 -0.48
N 1.38768 -0.71428 -0.05360 -0.01 -0.15 0.14
H 2.40406 0.81379 -0.79572 -0.24 0.00 0.37
H 1.03168 1.27245 -0.09622 0.33 -0.36 0.10
H 0.48890 -0.77309 0.42375 0.23 -0.08 -0.16
H 2.03775 -1.24861 0.51921 -0.18 0.09 0.01
```
Forces are in eV/Å.

No. 2
Entry from OMol25: a 2-piece molecular cluster, C21H37BIN5O5PS2 overall in a non-equilibrium geometry (ωB97M-V with the def2-TZVPD basis set).

Values from the calculation:
Charge: +1
Orbital gap: 6.99 eV
Multiplicity: 1

XYZ file:
```
73
Properties=species:S:1:pos:R:3:forces:R:3
C 3.27627 -3.18396 -4.37706 0.36 -0.32 0.07
O 3.40804 -1.75395 -4.46851 -0.66 0.10 0.05
B 2.91927 -1.05187 -3.40763 0.83 -0.38 -0.70
O 3.46637 -1.11120 -2.16660 -0.56 0.73 0.23
N 1.76785 -0.18963 -3.72317 -0.13 -0.19 0.39
C 1.13318 0.69825 -2.96786 0.07 0.18 0.42
N 1.52892 0.87386 -1.69864 -1.37 0.35 -0.26
C 1.11183 2.08172 -0.96716 0.20 -0.10 0.41
C -0.28023 2.08837 -0.34282 -0.05 0.11 -0.20
C -0.75997 0.77963 0.29411 -0.02 -0.04 0.26
S -1.18264 0.97213 2.06217 -0.18 0.09 -0.12
C 0.02247 0.15924 3.05646 0.19 -0.07 0.44
S -0.04896 0.50038 4.62954 -0.01 0.14 0.22
N 0.95532 -0.76781 2.55177 -0.38 0.07 -1.13
C 0.31321 -1.91197 1.88139 -0.19 -0.33 0.36
C 1.28438 -2.65822 0.98028 0.36 0.15 0.27
O 2.60831 -2.47151 1.43738 0.05 -0.22 -0.18
C 2.98437 -1.15478 1.16853 -0.15 0.58 -0.15
C 2.07188 -0.12075 1.86844 0.56 -0.02 0.19
N 0.07044 1.44374 -3.49013 0.23 0.69 -1.08
C 0.38349 2.70554 -4.22691 0.39 0.34 0.45
C 1.68720 2.71525 -5.04716 -0.16 0.66 0.17
C 2.87242 3.27309 -4.26536 0.04 -0.20 -0.13
I 1.33806 4.04375 -6.71661 0.00 -0.17 -0.01
P -1.18042 0.39441 -4.10598 0.22 -2.00 0.28
C -1.37891 0.69981 -5.90649 -0.48 0.78 0.58
C -2.73881 0.82768 -3.26777 0.38 0.55 0.08
H 4.23943 -3.65357 -4.54056 0.15 0.05 -0.11
H 2.57623 -3.53847 -5.12551 -0.08 0.10 -0.15
H 2.92438 -3.49744 -3.39548 -0.04 0.07 0.13
H 4.41804 -0.97891 -2.15071 0.21 -0.50 0.03
H 1.39024 -0.29577 -4.65351 -0.15 -0.19 -0.03
H 1.54653 0.02382 -1.14837 1.00 -0.06 -0.05
H 1.84923 2.22167 -0.18007 0.17 -0.12 -0.03
H 1.25364 2.92518 -1.63157 -0.11 0.12 -0.10
H -0.28700 2.85830 0.42470 0.10 0.17 0.01
H -0.99263 2.41855 -1.09372 -0.16 -0.10 -0.10
H -1.68779 0.47925 -0.18099 -0.10 -0.22 -0.04
H -0.07003 -0.05634 0.21231 0.06 0.06 -0.16
H -0.59520 -1.63942 1.33888 -0.02 0.02 -0.11
H -0.01362 -2.59156 2.66698 0.00 0.01 0.17
H 1.22258 -2.30896 -0.05811 -0.06 0.01 -0.21
H 1.09072 -3.72399 1.00482 -0.13 -0.11 -0.07
H 2.95066 -0.96894 0.08526 0.01 -0.20 0.04
H 4.01469 -1.00042 1.46807 0.12 -0.21 0.22
H 2.65601 0.40159 2.62279 -0.07 0.10 0.17
H 1.77821 0.64368 1.13697 -0.18 -0.05 0.11
H -0.44929 2.96660 -4.86598 -0.32 -0.38 0.06
H 0.45328 3.52199 -3.50876 -0.01 0.13 0.06
H 1.92741 1.74990 -5.47274 -0.08 -0.09 -0.25
H 3.63710 3.63277 -4.94391 0.21 -0.08 -0.01
H 2.56374 4.11908 -3.65820 -0.04 0.11 0.08
H 3.32660 2.51745 -3.62222 -0.03 -0.08 0.14
H -2.29731 1.25728 -6.08314 -0.03 0.13 -0.15
H -1.47982 -0.26207 -6.39212 0.19 -0.13 -0.13
H -0.55894 1.28348 -6.31557 0.15 -0.12 -0.20
H -2.76196 0.25057 -2.34935 -0.04 -0.08 0.11
H -2.85658 1.87701 -3.00644 -0.13 0.16 -0.21
H -3.56148 0.48707 -3.88974 -0.11 0.04 -0.13
C -3.12342 -1.34919 6.06569 -0.01 -0.01 0.00
C -4.27363 -2.10486 6.24933 0.08 0.06 -0.01
C -4.90737 -2.11687 7.48117 -0.12 -0.12 -0.11
C -4.37426 -1.36441 8.50990 0.05 0.01 -0.12
C -3.22776 -0.61025 8.34972 0.15 0.12 0.03
C -2.60016 -0.60683 7.11493 -0.05 -0.06 -0.07
N -5.05562 -1.35875 9.81670 0.01 -0.02 0.01
O -6.04801 -2.04556 9.93366 -0.07 -0.05 0.00
O -4.58195 -0.66638 10.69204 0.04 0.05 0.06
H -2.63196 -1.33644 5.10079 0.01 0.01 0.00
H -4.68034 -2.68447 5.43220 -0.02 -0.02 0.00
H -5.80194 -2.70096 7.63530 -0.02 0.04 0.10
H -2.83046 -0.03413 9.17155 -0.08 -0.02 0.07
H -1.70348 -0.02146 6.96880 0.00 0.02 0.03
```
Forces are in eV/Å.

No. 3
Entry from OMol25: C11H15BCoN6O2 as an isolated structure in a non-equilibrium geometry (ωB97M-V with the def2-TZVPD basis set).

Values from the calculation:
Orbital gap (alpha / beta): 7.00 / 8.44 eV
Multiplicity: 4
Expectation value of S²: 3.767

XYZ file:
```
36
Properties=species:S:1:pos:R:3:forces:R:3
H 2.46883 -0.67820 -2.06887 0.05 -0.11 0.09
N 0.62490 -0.35657 -1.10198 -0.70 -2.37 -3.20
B -1.81662 -0.15579 -0.46646 0.66 0.60 -0.76
N -0.69050 -0.63234 -1.41888 1.16 -0.01 0.04
C -0.72698 -1.28577 -2.59631 0.46 0.01 -0.07
Co 1.29340 0.75507 0.21669 6.01 -2.10 0.44
H -1.67273 -1.60467 -3.01448 0.16 0.07 0.01
C 0.57856 -1.42478 -3.06666 -0.27 -0.07 0.03
H 0.91779 -1.87480 -3.98230 -0.18 -0.08 -0.07
C 1.40436 -0.83590 -2.10634 -1.89 0.38 0.81
H -2.88212 -0.19446 -1.00180 -0.13 -0.08 0.14
C 2.48931 1.97364 -0.65841 1.08 0.58 -0.46
H 2.23771 2.01217 -1.72952 0.06 0.24 0.21
H 3.50540 1.54938 -0.56230 -0.29 0.38 -0.03
H 2.42400 2.97465 -0.21421 0.33 0.01 -0.27
N -1.44260 1.28982 -0.05314 1.10 0.85 0.77
N -1.78455 -1.03820 0.80734 0.48 -0.68 0.79
N -0.15104 1.60853 0.38676 -6.43 4.70 1.57
N -0.59872 -1.18870 1.43813 -0.81 -0.86 0.77
C -2.22488 2.37267 0.08168 0.58 -0.07 0.07
C -2.64544 -1.90635 1.37489 0.76 0.40 -0.09
H -3.25175 2.30499 -0.23924 -0.03 0.20 0.08
H -3.66682 -1.94725 1.03141 0.09 -0.08 -0.02
C -1.46948 3.42166 0.60779 -0.21 0.11 0.01
C -1.97984 -2.60748 2.37903 0.15 0.04 -0.07
C -0.18134 2.92416 0.79120 -1.04 -1.70 -0.80
C -0.66754 -2.12602 2.38910 -0.78 0.31 -0.43
H -1.80813 4.42300 0.82684 -0.03 -0.12 -0.10
H -2.39126 -3.37904 3.00138 -0.03 -0.01 0.08
H 0.73661 3.39122 1.12509 -0.29 -0.08 -0.01
H 0.19258 -2.35279 3.00366 -0.12 0.02 -0.16
H 0.21974 -0.62638 1.23257 0.22 -0.20 -0.09
O 3.88666 -0.98928 -0.17619 -0.98 -0.29 1.50
C 3.26980 -1.20369 0.87634 0.00 0.45 -0.87
O 2.17779 -0.61363 1.30050 0.82 -0.56 0.24
H 3.62488 -1.97885 1.58669 0.04 0.12 -0.14
```
Forces are in eV/Å.

no.,E_tot (Ha)
1,-226.3697
2,-2932.3626
3,-2314.7905